This record from OMol25 describes 2 unconnected molecules or ions with the total composition C17H28IN3O8P. The level of theory is ωB97M-V with the def2-TZVPD basis set.

LUMO level: -5.48 eV
charge: +1
gap between HOMO and LUMO: 6.44 eV
highest occupied orbital energy: -11.9 eV

```
58
C17H28IN3O8P, DFT ωB97M-V with the def2-TZVPD basis set
C -6.83 5.98 -0.89
C -5.25 5.50 -0.68
O -4.52 6.24 0.17
O -4.78 4.35 -1.46
C -4.19 3.30 -0.59
C -3.62 2.11 -1.58
C -3.24 0.71 -0.80
C -1.65 0.59 -0.37
C -1.54 1.09 1.18
C -0.06 1.01 1.85
C 1.22 0.56 0.87
C 2.69 0.55 1.68
C 4.08 0.18 0.84
C 3.88 -1.00 -0.27
N 4.52 -2.33 0.07
N 2.86 0.90 3.12
N 1.75 1.26 3.83
I 2.18 1.75 5.83
C 0.30 1.37 3.44
P -1.05 1.94 4.67
O -2.51 2.00 4.08
O -0.72 3.59 5.23
O -1.18 0.87 6.09
H -7.17 6.80 -0.12
H -7.01 6.45 -1.97
H -7.48 5.02 -0.75
H -5.00 2.92 0.19
H -3.33 3.82 0.05
H -2.67 2.44 -2.21
H -4.52 1.85 -2.32
H -3.85 0.73 0.22
H -3.59 -0.26 -1.37
H -1.37 -0.56 -0.50
H -1.05 1.27 -1.14
H -1.90 2.21 1.23
H -2.27 0.38 1.81
H 1.12 0.28 -0.26
H 4.60 1.13 0.39
H 4.82 -0.26 1.67
H 2.78 -1.23 -0.59
H 4.43 -0.63 -1.26
H 5.33 -2.45 -0.60
H 4.94 -2.34 1.03
H -0.28 4.04 4.42
H -1.47 -0.05 5.75
C 4.01 -6.60 -4.27
C 3.80 -5.61 -3.14
C 2.89 -6.14 -2.07
O 2.30 -4.95 -1.56
C 2.31 -4.04 -2.57
O 1.69 -3.00 -2.57
O 3.11 -4.46 -3.60
H 4.79 -6.22 -4.95
H 4.33 -7.58 -3.90
H 3.10 -6.71 -4.87
H 4.76 -5.30 -2.72
H 3.43 -6.67 -1.29
H 2.09 -6.78 -2.46
```